Record 1
Below is 10 unconnected molecules or ions with the total composition C24H68O10 at a distorted geometry, with properties calculated with the ωB97M-V functional and the def2-TZVPD basis.

Cartesian coordinates (Å):
C (-11.77, -4.83, 17.28)
C (-10.36, -5.37, 17.60)
C (-9.34, -4.35, 17.14)
O (-10.15, -5.63, 19.00)
H (-12.51, -5.60, 17.47)
H (-11.72, -4.50, 16.24)
H (-12.06, -4.03, 17.96)
H (-10.08, -6.20, 16.95)
H (-9.10, -3.72, 18.00)
H (-9.58, -3.74, 16.27)
H (-8.37, -4.82, 16.95)
H (-10.33, -4.79, 19.42)
C (-18.00, 0.81, 14.44)
C (-18.57, 0.97, 13.03)
C (-18.06, -0.14, 12.17)
O (-19.94, 0.78, 13.09)
H (-18.21, 1.67, 15.08)
H (-16.92, 0.90, 14.49)
H (-18.17, -0.16, 14.91)
H (-18.33, 1.92, 12.55)
H (-18.42, 0.18, 11.19)
H (-18.43, -1.15, 12.35)
H (-16.98, -0.18, 12.02)
H (-20.19, 0.17, 13.79)
C (-17.07, -3.83, 14.15)
C (-16.46, -4.29, 15.44)
C (-15.00, -4.89, 15.36)
O (-16.43, -3.13, 16.27)
H (-17.54, -4.62, 13.57)
H (-16.33, -3.38, 13.48)
H (-17.82, -3.05, 14.25)
H (-17.11, -5.02, 15.92)
H (-14.95, -5.70, 14.64)
H (-14.69, -5.22, 16.35)
H (-14.34, -4.10, 14.99)
H (-16.65, -3.40, 17.17)
C (-13.36, 4.46, 13.12)
C (-14.68, 4.24, 12.40)
C (-15.47, 3.10, 13.09)
O (-15.46, 5.39, 12.67)
H (-13.32, 4.95, 14.10)
H (-12.69, 5.05, 12.49)
H (-12.87, 3.49, 13.20)
H (-14.53, 4.10, 11.33)
H (-16.29, 2.65, 12.53)
H (-15.91, 3.39, 14.05)
H (-14.79, 2.27, 13.27)
H (-16.33, 5.31, 12.26)
C (-12.70, 1.99, 10.65)
C (-11.86, 0.75, 10.97)
C (-12.50, -0.64, 10.87)
O (-10.74, 0.73, 10.21)
H (-12.81, 2.08, 9.57)
H (-12.29, 2.94, 11.01)
H (-13.75, 1.93, 10.93)
H (-11.59, 0.87, 12.02)
H (-11.85, -1.48, 11.07)
H (-12.68, -0.75, 9.80)
H (-13.49, -0.67, 11.34)
H (-10.82, 0.57, 9.26)
C (-10.76, -1.36, 19.70)
C (-9.67, -2.02, 20.55)
C (-9.50, -1.31, 21.86)
O (-10.12, -3.36, 20.79)
H (-10.91, -1.80, 18.72)
H (-10.56, -0.29, 19.68)
H (-11.71, -1.36, 20.23)
H (-8.73, -2.06, 19.99)
H (-9.32, -0.24, 21.76)
H (-8.67, -1.79, 22.37)
H (-10.45, -1.36, 22.39)
H (-10.89, -3.38, 21.36)
C (-9.92, 1.75, 17.00)
C (-9.92, 0.72, 15.86)
C (-9.17, 1.16, 14.55)
O (-9.34, -0.44, 16.28)
H (-8.94, 2.24, 17.05)
H (-10.04, 1.37, 18.02)
H (-10.65, 2.56, 16.94)
H (-10.91, 0.44, 15.51)
H (-8.12, 1.40, 14.75)
H (-9.55, 2.10, 14.15)
H (-9.18, 0.42, 13.74)
H (-9.45, -1.12, 15.61)
C (-13.61, -1.13, 17.18)
C (-14.32, -0.37, 16.11)
C (-13.95, -0.70, 14.68)
O (-15.67, -0.56, 16.21)
H (-12.54, -1.19, 17.02)
H (-14.01, -2.14, 17.29)
H (-13.74, -0.55, 18.10)
H (-14.18, 0.69, 16.34)
H (-14.43, -1.65, 14.47)
H (-12.87, -0.69, 14.52)
H (-14.38, -0.02, 13.94)
H (-15.84, -1.50, 16.19)
O (-19.09, -1.92, 16.80)
H (-18.90, -1.30, 17.50)
H (-18.24, -2.33, 16.61)
O (-16.49, 1.76, 17.35)
H (-16.52, 1.78, 18.31)
H (-16.12, 0.91, 17.14)

Summary:
E_HOMO = -9.7 eV
Spin multiplicity = 1
Gap between HOMO and LUMO = 9.85 eV
DFT total energy = -46463.3331 eV
Total charge = 0

=====

Record 2
Below is 9 unconnected molecules or ions with the total composition C24H70BF4N6O8 at a distorted geometry, with properties calculated with the ωB97M-V functional and the def2-TZVPD basis.

Cartesian coordinates (Å):
B (-0.65, 0.34, -0.13)
F (-0.79, -0.47, 1.03)
F (-0.03, -0.44, -1.12)
F (-1.89, 0.82, -0.56)
F (0.17, 1.41, 0.22)
C (-0.82, 3.24, -3.46)
C (-1.64, 4.11, -2.47)
C (-3.11, 4.05, -2.88)
O (-3.41, 4.32, -4.24)
C (-3.14, 5.68, -4.56)
N (-1.41, 3.55, -1.11)
H (0.19, 3.62, -3.65)
H (-1.31, 3.23, -4.43)
H (-0.69, 2.22, -3.11)
H (-1.27, 5.14, -2.44)
H (-3.70, 4.77, -2.30)
H (-3.52, 3.08, -2.63)
H (-2.05, 5.73, -4.57)
H (-3.54, 6.38, -3.83)
H (-3.35, 5.98, -5.59)
H (-1.58, 2.54, -1.19)
H (-0.42, 3.53, -0.90)
C (4.83, 2.22, -0.45)
C (4.12, 3.57, -0.61)
C (2.88, 3.74, 0.28)
O (2.41, 5.07, 0.15)
C (1.40, 5.36, 1.09)
N (5.10, 4.64, -0.46)
H (4.05, 1.46, -0.58)
H (5.20, 2.03, 0.55)
H (5.52, 2.09, -1.27)
H (3.78, 3.65, -1.65)
H (3.09, 3.51, 1.33)
H (2.10, 3.04, -0.07)
H (1.81, 5.39, 2.10)
H (0.58, 4.63, 1.04)
H (0.91, 6.31, 0.86)
H (5.32, 4.75, 0.53)
H (4.63, 5.52, -0.68)
C (-1.81, 1.83, 3.39)
C (-0.35, 1.80, 3.87)
C (-0.13, 2.14, 5.35)
O (1.17, 1.97, 5.87)
C (2.16, 2.81, 5.29)
N (0.26, 0.52, 3.51)
H (-1.80, 1.76, 2.31)
H (-2.20, 2.81, 3.68)
H (-2.38, 1.01, 3.83)
H (0.17, 2.57, 3.28)
H (-0.77, 1.48, 5.95)
H (-0.57, 3.13, 5.56)
H (1.94, 3.05, 4.26)
H (3.11, 2.35, 5.53)
H (2.17, 3.75, 5.87)
H (0.01, 0.31, 2.54)
H (1.27, 0.63, 3.47)
C (3.52, -3.57, -2.92)
C (2.27, -2.95, -2.28)
C (1.88, -3.61, -0.96)
O (1.61, -4.99, -1.19)
C (1.54, -5.74, -0.01)
N (2.60, -1.55, -2.00)
H (3.95, -3.06, -3.78)
H (3.35, -4.62, -3.19)
H (4.35, -3.49, -2.21)
H (1.38, -2.95, -2.92)
H (0.98, -3.08, -0.65)
H (2.69, -3.51, -0.23)
H (0.90, -5.28, 0.75)
H (2.52, -5.90, 0.44)
H (1.09, -6.72, -0.22)
H (2.66, -1.06, -2.89)
H (1.68, -1.18, -1.74)
C (-2.38, -3.80, 1.66)
C (-2.19, -3.19, 3.04)
C (-0.73, -3.15, 3.46)
O (-0.27, -4.50, 3.64)
C (1.08, -4.53, 4.02)
N (-2.61, -1.77, 2.99)
H (-3.42, -3.81, 1.33)
H (-1.96, -4.81, 1.64)
H (-1.80, -3.28, 0.88)
H (-2.86, -3.76, 3.69)
H (-0.61, -2.56, 4.38)
H (-0.08, -2.66, 2.74)
H (1.77, -3.82, 3.55)
H (1.51, -5.52, 3.82)
H (1.11, -4.41, 5.11)
H (-1.90, -1.26, 2.48)
H (-3.39, -1.69, 2.34)
C (-3.36, -2.56, -4.52)
C (-2.57, -2.09, -3.32)
C (-1.83, -3.22, -2.62)
O (-2.71, -4.28, -2.29)
C (-2.08, -5.26, -1.49)
N (-1.66, -1.04, -3.78)
H (-4.16, -3.22, -4.17)
H (-2.74, -3.14, -5.22)
H (-3.78, -1.76, -5.13)
H (-3.32, -1.74, -2.61)
H (-1.46, -2.76, -1.69)
H (-0.99, -3.60, -3.21)
H (-1.30, -4.93, -0.81)
H (-1.62, -6.06, -2.08)
H (-2.82, -5.72, -0.85)
H (-0.85, -1.44, -4.25)
H (-1.21, -0.52, -3.03)
O (2.95, -0.30, 1.10)
H (2.14, -0.23, 0.57)
H (3.57, -0.77, 0.53)
O (-4.43, 0.65, 0.65)
H (-3.47, 0.55, 0.56)
H (-4.55, 1.50, 1.08)

Summary:
E_HOMO = -6.4 eV
Spin multiplicity = 1
Gap between HOMO and LUMO = 8.93 eV
DFT total energy = -62896.4742 eV
Total charge = -1

=====

Record 3
Below is 11 unconnected molecules or ions with the total composition C24H70N2O13PS10, with properties calculated with the ωB97M-V functional and the def2-TZVPD basis.

Cartesian coordinates (Å):
C (-2.81, 1.24, 1.40)
N (-2.41, 2.61, 1.09)
C (-1.11, 2.60, 0.43)
N (-0.12, 1.96, 1.31)
C (0.00, 2.61, 2.63)
C (-0.10, 4.16, 2.69)
O (-0.91, 4.61, 3.50)
O (0.70, 4.72, 1.91)
P (1.26, 1.55, 0.48)
O (1.71, 2.40, -0.66)
H (-3.82, 1.24, 1.82)
H (-2.82, 0.60, 0.51)
H (-2.15, 0.81, 2.14)
H (-3.04, 2.94, 0.36)
H (-1.17, 2.01, -0.50)
H (-0.79, 3.60, 0.15)
H (-0.72, 2.17, 3.32)
H (1.00, 2.38, 3.01)
H (2.19, 1.38, 1.49)
H (1.00, 0.26, -0.01)
C (-1.81, -4.10, -0.26)
S (-2.71, -3.05, 0.88)
O (-2.55, -1.69, 0.29)
C (-1.50, -3.19, 2.20)
H (-2.35, -4.09, -1.21)
H (-0.82, -3.69, -0.41)
H (-1.75, -5.12, 0.11)
H (-0.53, -2.87, 1.83)
H (-1.47, -4.22, 2.55)
H (-1.83, -2.53, 3.00)
C (3.55, 7.26, 4.03)
S (3.61, 5.49, 3.75)
O (4.99, 5.05, 4.18)
C (3.63, 5.58, 1.97)
H (3.58, 7.44, 5.10)
H (4.42, 7.73, 3.56)
H (2.63, 7.65, 3.61)
H (4.51, 6.16, 1.66)
H (2.71, 6.02, 1.61)
H (3.70, 4.56, 1.61)
C (6.30, 2.50, 2.38)
S (5.48, 2.51, 0.79)
O (4.86, 1.17, 0.64)
C (6.99, 2.47, -0.19)
H (5.53, 2.48, 3.15)
H (6.94, 1.62, 2.45)
H (6.88, 3.42, 2.50)
H (7.57, 1.59, 0.08)
H (7.55, 3.39, -0.01)
H (6.69, 2.42, -1.24)
C (3.08, -3.61, -0.27)
S (2.33, -3.90, -1.87)
O (0.97, -4.41, -1.59)
C (3.32, -5.34, -2.30)
H (2.56, -2.77, 0.18)
H (2.95, -4.50, 0.35)
H (4.13, -3.36, -0.39)
H (3.18, -6.10, -1.53)
H (4.37, -5.05, -2.37)
H (2.97, -5.70, -3.26)
C (-4.65, 6.01, -2.22)
S (-3.00, 5.83, -1.53)
O (-2.79, 4.38, -1.30)
C (-3.36, 6.52, 0.08)
H (-4.64, 5.58, -3.21)
H (-5.36, 5.48, -1.59)
H (-4.90, 7.07, -2.28)
H (-4.16, 5.94, 0.55)
H (-3.65, 7.57, -0.02)
H (-2.46, 6.43, 0.68)
C (-0.61, -9.77, -0.62)
S (-0.48, -7.98, -0.54)
O (-0.73, -7.59, 0.87)
C (-1.97, -7.64, -1.47)
H (0.23, -10.18, -0.06)
H (-1.55, -10.08, -0.17)
H (-0.55, -10.09, -1.66)
H (-2.83, -8.10, -0.97)
H (-1.85, -8.03, -2.48)
H (-2.11, -6.57, -1.50)
C (6.52, 6.68, 6.91)
S (5.32, 7.54, 7.92)
O (4.82, 8.69, 7.11)
C (6.48, 8.23, 9.11)
H (5.99, 6.22, 6.07)
H (7.25, 7.41, 6.53)
H (7.01, 5.91, 7.51)
H (7.21, 8.84, 8.59)
H (6.96, 7.42, 9.65)
H (5.90, 8.84, 9.80)
C (-0.47, 0.46, -3.43)
S (-0.71, -1.31, -3.29)
O (-0.71, -1.86, -4.68)
C (-2.42, -1.22, -2.78)
H (0.54, 0.63, -3.80)
H (-1.20, 0.86, -4.14)
H (-0.59, 0.92, -2.45)
H (-2.99, -0.69, -3.54)
H (-2.49, -0.72, -1.81)
H (-2.79, -2.24, -2.67)
C (-6.28, -7.87, -2.82)
S (-6.38, -6.86, -1.34)
O (-4.99, -6.64, -0.89)
C (-7.07, -8.13, -0.28)
H (-5.83, -7.27, -3.60)
H (-5.66, -8.75, -2.62)
H (-7.29, -8.17, -3.13)
H (-6.39, -8.98, -0.26)
H (-8.05, -8.42, -0.65)
H (-7.16, -7.70, 0.72)
C (-3.24, -1.77, -9.02)
S (-4.40, -2.05, -7.68)
O (-4.97, -0.72, -7.32)
C (-3.16, -2.45, -6.45)
H (-3.82, -1.46, -9.89)
H (-2.55, -0.98, -8.73)
H (-2.71, -2.69, -9.24)
H (-2.45, -1.63, -6.34)
H (-2.63, -3.35, -6.75)
H (-3.67, -2.61, -5.51)

Summary:
E_HOMO = -4.4 eV
Spin multiplicity = 1
Gap between HOMO and LUMO = 5.87 eV
DFT total energy = -173256.7084 eV
Total charge = -1

=====

Record 4
Below is a molecular structure, C24H72AsF6N6O9 at a distorted geometry, with properties calculated with the ωB97M-V functional and the def2-TZVPD basis.

Cartesian coordinates (Å):
As (19.59, -17.47, 11.07)
F (20.02, -15.75, 10.78)
F (18.53, -17.12, 12.52)
F (19.17, -19.22, 11.19)
F (20.67, -17.96, 9.74)
F (20.96, -17.61, 12.17)
F (18.21, -17.27, 9.89)
O (14.17, -15.00, 6.26)
H (14.47, -15.30, 7.12)
H (14.67, -14.20, 6.09)
O (14.37, -14.54, 14.29)
H (15.00, -15.24, 14.47)
H (14.09, -14.23, 15.15)
O (20.86, -12.53, 6.46)
H (21.18, -13.01, 7.23)
H (21.23, -11.65, 6.55)
C (26.10, -21.40, 4.29)
C (27.04, -20.32, 4.78)
C (28.14, -20.05, 3.71)
O (28.81, -21.23, 3.26)
C (29.85, -21.78, 4.10)
N (26.22, -19.13, 4.98)
H (25.31, -21.18, 3.56)
H (25.63, -21.79, 5.19)
H (26.62, -22.13, 3.68)
H (27.57, -20.50, 5.71)
H (28.63, -19.12, 3.98)
H (27.57, -19.84, 2.80)
H (30.62, -21.01, 4.07)
H (30.18, -22.72, 3.64)
H (29.40, -21.92, 5.08)
H (26.79, -18.44, 5.46)
H (25.51, -19.36, 5.66)
C (16.13, -24.41, 6.31)
C (17.00, -23.29, 6.81)
C (18.02, -22.81, 5.72)
O (17.32, -22.17, 4.66)
C (18.19, -21.58, 3.72)
N (16.15, -22.26, 7.51)
H (15.41, -23.93, 5.66)
H (15.55, -24.89, 7.10)
H (16.65, -25.19, 5.75)
H (17.65, -23.68, 7.58)
H (18.47, -23.70, 5.28)
H (18.80, -22.17, 6.14)
H (18.77, -22.31, 3.15)
H (18.86, -20.92, 4.27)
H (17.61, -20.91, 3.08)
H (15.73, -22.66, 8.34)
H (16.79, -21.56, 7.85)
C (20.40, -25.19, 17.03)
C (19.79, -23.91, 16.48)
C (20.23, -22.57, 17.06)
O (20.13, -22.51, 18.54)
C (20.80, -21.43, 19.10)
N (20.07, -23.99, 15.04)
H (21.49, -25.12, 17.10)
H (20.13, -26.11, 16.51)
H (20.08, -25.32, 18.07)
H (18.70, -23.99, 16.56)
H (19.61, -21.75, 16.70)
H (21.27, -22.31, 16.86)
H (20.67, -20.56, 18.46)
H (21.88, -21.57, 18.98)
H (20.44, -21.32, 20.12)
H (21.07, -24.10, 14.94)
H (19.82, -23.16, 14.54)
C (22.62, -13.24, 17.14)
C (24.11, -13.42, 17.01)
C (24.70, -14.35, 18.16)
O (24.28, -13.89, 19.39)
C (24.58, -14.60, 20.58)
N (24.31, -14.01, 15.65)
H (22.24, -12.89, 16.17)
H (22.26, -12.53, 17.89)
H (22.06, -14.15, 17.32)
H (24.58, -12.44, 17.09)
H (25.79, -14.37, 18.17)
H (24.25, -15.34, 18.17)
H (24.22, -14.05, 21.45)
H (25.65, -14.65, 20.75)
H (24.26, -15.64, 20.65)
H (23.96, -14.95, 15.71)
H (23.59, -13.59, 15.08)
C (17.38, -7.99, 10.93)
C (17.26, -9.09, 12.00)
C (16.55, -8.61, 13.31)
O (17.33, -7.56, 13.83)
C (16.87, -6.84, 15.01)
N (16.55, -10.22, 11.49)
H (17.57, -8.44, 9.95)
H (18.16, -7.25, 11.05)
H (16.39, -7.55, 10.84)
H (18.27, -9.43, 12.23)
H (16.68, -9.43, 14.01)
H (15.54, -8.20, 13.26)
H (17.63, -6.18, 15.42)
H (16.71, -7.64, 15.73)
H (15.89, -6.36, 14.89)
H (17.19, -10.88, 11.07)
H (16.28, -10.73, 12.32)
C (26.60, -27.08, 9.21)
C (27.48, -25.98, 9.88)
C (27.13, -25.66, 11.36)
O (25.89, -24.95, 11.48)
C (25.91, -23.64, 10.91)
N (28.85, -26.51, 9.74)
H (27.00, -27.45, 8.27)
H (25.54, -26.81, 9.19)
H (26.57, -27.97, 9.84)
H (27.36, -25.04, 9.33)
H (28.01, -25.24, 11.86)
H (27.02, -26.57, 11.94)
H (26.86, -23.15, 11.09)
H (25.10, -23.01, 11.27)
H (25.82, -23.66, 9.82)
H (28.88, -27.52, 9.79)
H (29.19, -26.33, 8.81)

Summary:
E_HOMO = -7.3 eV
Spin multiplicity = 1
Gap between HOMO and LUMO = 8.99 eV
DFT total energy = -130566.5043 eV
Total charge = -1